Entry 1:
Computed, not measured: a structure of composition C26H22IN3O2Ti, with wB97M-V/def2-TZVPD.

Output
HOMO-LUMO gap	7.24	eV
E_HOMO	-14.70	eV
LUMO	-7.5	eV
relative energy (zero: lowest compared OMol25 entry of this formula, charge and spin)	0.014	eV

Geometry as ORCA input:
```
! wB97M-V def2-TZVPD RIJCOSX def2/J DEFGRID3
* xyz 2 1
Ti -0.6673 0.7208 -0.6309
C -0.0860 -3.4764 -2.0525
C -0.3190 -3.3664 -0.5821
N -0.2538 -4.4516 0.1723
C -0.4711 -4.3720 1.4861
C -0.7593 -3.2006 2.1612
C -0.9553 -3.2051 3.6585
O -2.1310 -2.5100 4.0508
C -0.8239 -2.0232 1.3862
C -1.0831 -0.7517 2.0114
N -1.0364 0.4190 1.4403
C -1.2354 1.5496 2.3023
C -0.6656 1.6131 3.5699
C -0.8802 2.7231 4.3726
C -1.6475 3.7854 3.9176
C -2.2004 3.7532 2.6445
C -1.9786 2.6367 1.8609
I -2.7735 2.5581 -0.0785
C -0.6110 -2.1372 0.0166
O -0.7154 -1.0280 -0.7538
H 0.1951 -4.4978 -2.2925
H 0.7053 -2.7963 -2.3738
H -0.9886 -3.2166 -2.6095
H -0.4087 -5.3089 2.0280
H -0.1173 -2.7036 4.1485
H -0.9540 -4.2350 4.0166
H -2.8712 -3.1228 4.1079
H -1.3512 -0.7866 3.0635
H -0.0354 0.8055 3.9200
H -0.4339 2.7606 5.3566
H -1.8103 4.6501 4.5458
H -2.7905 4.5837 2.2824
N -1.0150 1.2688 -2.6737
C 0.0194 0.4548 -3.3205
C -0.3546 -0.4088 -4.3418
C 0.6063 -1.1808 -4.9652
C 1.9325 -1.0952 -4.5563
C 2.2896 -0.2431 -3.5294
C 1.3395 0.5538 -2.8815
C 1.7755 1.4701 -1.7930
C 2.8770 2.2970 -2.0010
C 3.3284 3.1305 -0.9891
C 2.6939 3.1586 0.2475
C 1.5936 2.3496 0.4741
C 1.1303 1.5059 -0.5422
H -1.9177 1.0614 -3.0960
H -0.8252 2.2584 -2.8403
H -1.3882 -0.4558 -4.6649
H 0.3247 -1.8412 -5.7736
H 2.6882 -1.6974 -5.0417
H 3.3208 -0.1901 -3.2052
H 3.3785 2.2882 -2.9605
H 4.1856 3.7664 -1.1654
H 3.0626 3.8078 1.0300
H 1.1088 2.3721 1.4430
*
```

Entry 2:
Computed, not measured: a structure of composition C26H22KN2O2, with wB97M-V/def2-TZVPD.

Output
HOMO-LUMO gap	6.20	eV
E_HOMO	-3.87	eV
LUMO	2.3	eV
relative energy (zero: lowest compared OMol25 entry of this formula, charge and spin)	0.532	eV

Geometry as ORCA input:
```
! wB97M-V def2-TZVPD RIJCOSX def2/J DEFGRID3
* xyz -1 1
K 1.1118 -0.6132 -0.8080
C 2.2108 4.1970 -0.3068
C 1.5148 4.7875 -1.3532
C 0.5779 4.0491 -2.0422
C 0.3217 2.7141 -1.6926
N 1.0046 2.1544 -0.6799
C 1.9096 2.8777 -0.0249
C -0.7052 1.8867 -2.4232
C -1.2762 2.4287 -3.5851
C -2.2386 1.7348 -4.2957
C -2.6350 0.4817 -3.8393
C -2.0474 -0.0422 -2.6952
C -1.0639 0.6139 -1.9266
H 2.9554 4.7325 0.2660
H 1.7002 5.8193 -1.6283
H 0.0288 4.5176 -2.8454
H 2.4285 2.3650 0.7811
H -0.9708 3.3949 -3.9751
H -2.6658 2.1621 -5.1956
H -3.3883 -0.0808 -4.3839
H -2.3752 -1.0357 -2.3868
C 2.2808 -0.8910 -4.8620
C 2.8487 -2.1447 -4.2431
C 4.2049 -2.2096 -3.9485
C 4.7444 -3.3554 -3.3803
C 3.9258 -4.4214 -3.0661
C 2.5623 -4.3714 -3.3477
N 1.7451 -5.4756 -3.0097
C 0.5804 -5.1769 -2.2209
C -0.6426 -5.7241 -2.5789
C -1.8127 -5.3106 -1.9556
C -1.7614 -4.2934 -1.0115
C -0.5292 -3.7744 -0.6403
C 0.6582 -4.2625 -1.1740
C 1.9902 -3.8518 -0.5314
O 2.8223 -4.7556 -0.3868
O 2.0531 -2.6469 -0.1656
C 2.0172 -3.2416 -3.9782
C 0.5691 -3.1984 -4.3942
H 3.0326 -0.1015 -4.8799
H 1.4103 -0.5195 -4.3154
H 1.9519 -1.0608 -5.8904
H 4.8369 -1.3544 -4.1588
H 5.7989 -3.3979 -3.1363
H 4.3158 -5.2771 -2.5300
H 2.2904 -6.2273 -2.6100
H -0.6694 -6.4317 -3.3994
H -2.7636 -5.7368 -2.2518
H -2.6723 -3.8991 -0.5784
H -0.4687 -2.9712 0.0841
H 0.2000 -4.2000 -4.6044
H 0.4427 -2.5966 -5.2933
H -0.0816 -2.7695 -3.6249
*
```

Entry 3:
Computed, not measured: a structure of composition C26H22N3NiO2S, with wB97M-V/def2-TZVPD.

Output
HOMO-LUMO gap (spin up / spin down)	4.82 / 4.83	eV
E_HOMO (spin up / spin down)	-3.05 / -3.05	eV
LUMO (spin up / spin down)	1.8 / 1.8	eV

Geometry as ORCA input:
```
! wB97M-V def2-TZVPD RIJCOSX def2/J DEFGRID3
* xyz -1 1
Ni -0.4356 -0.8218 -0.9350
O 1.0933 -0.9630 -1.9623
C 2.0894 -0.1327 -1.7926
C 2.4769 0.7165 -2.8489
C 3.5263 1.6045 -2.7143
C 4.2507 1.6603 -1.5300
C 3.9025 0.8158 -0.4850
C 2.8450 -0.0800 -0.5822
C 2.4742 -0.8763 0.6435
N 0.4953 -1.7159 0.6719
C -0.5561 -2.4271 1.3902
C -1.7862 -1.5330 1.4276
N -1.9946 -0.9291 0.1157
C -3.1365 -0.3998 -0.1370
C -3.5057 0.2477 -1.3506
C -4.8115 0.7575 -1.4832
C -5.2463 1.3415 -2.6433
C -4.3560 1.4318 -3.7287
C -3.0734 0.9672 -3.6325
C -2.5794 0.3603 -2.4379
O -1.3707 -0.0423 -2.4030
H 1.8893 0.6713 -3.7571
H 3.7811 2.2677 -3.5344
H 5.0745 2.3554 -1.4185
H 4.4575 0.8594 0.4477
H 3.2707 -0.8165 1.3851
H -0.2676 -2.6868 2.4099
H -0.7552 -3.3465 0.8359
H -1.6088 -0.7361 2.1602
H -2.6687 -2.0965 1.7467
H -3.9153 -0.4582 0.6299
H -5.4801 0.6805 -0.6310
H -6.2542 1.7267 -2.7263
H -4.6947 1.8762 -4.6576
H -2.3818 1.0500 -4.4608
C -0.3162 2.8872 0.3244
C 0.1462 1.7361 1.1746
C 0.1870 1.8562 2.6064
C 0.6209 0.8161 3.3524
C 1.1074 -0.3752 2.7476
C 1.6051 -1.3995 3.5022
C 2.1389 -2.6557 3.0654
C 2.2652 -3.1240 1.8042
C 1.8939 -2.3549 0.5686
S 2.1709 -3.4172 -0.8403
C 1.0813 -0.4414 1.2400
N 0.4916 0.6711 0.5416
H -0.1500 3.8369 0.8341
H -1.3790 2.7940 0.0878
H 0.2337 2.8708 -0.6148
H -0.1660 2.7650 3.0766
H 0.6284 0.8900 4.4354
H 1.5833 -1.2445 4.5780
H 2.4602 -3.3191 3.8635
H 2.6489 -4.1206 1.6402
*
```

Entry 4:
Computed, not measured: a structure of composition C26H23BN6O2PtS7, with wB97M-V/def2-TZVPD.

Output
HOMO-LUMO gap	5.45	eV
E_HOMO	-1.19	eV
LUMO	4.3	eV
relative energy (zero: lowest compared OMol25 entry of this formula, charge and spin)	0.000	eV

Geometry as ORCA input:
```
! wB97M-V def2-TZVPD RIJCOSX def2/J DEFGRID3
* xyz -2 1
Pt 0.1415 0.3081 -0.3768
S 5.0860 5.4103 1.0881
C 3.9572 4.2459 0.6607
S 2.2926 4.5638 0.4298
C 1.7660 2.9538 0.0248
C 2.7373 2.0124 0.0269
S 2.4642 0.3355 -0.3723
S 4.3283 2.5897 0.4398
S 0.0977 2.6249 -0.3745
C 2.4488 -3.0555 1.2225
N 1.0474 -3.1020 1.5934
C 0.5521 -3.5723 2.7856
C -0.7888 -3.4079 2.7316
N -1.1119 -2.8362 1.5210
B -2.5838 -2.5341 1.0827
N -2.9432 -1.0561 1.4592
C -3.5613 -0.7296 2.6464
C -3.8349 0.5929 2.6388
N -3.3896 1.0741 1.4327
C -3.3311 2.4725 1.0538
C -2.8371 0.0663 0.7249
S -2.1548 0.2700 -0.8530
C 0.0296 -2.6478 0.8332
S 0.2243 -2.0185 -0.7660
H 3.0379 -3.1439 2.1315
H 2.6619 -2.0941 0.7636
H 2.6793 -3.8638 0.5260
H 1.1943 -3.9245 3.5733
H -1.5445 -3.6267 3.4643
H -2.7331 -2.7306 -0.0901
H -3.2910 -3.2318 1.7872
H -3.7323 -1.4724 3.4045
H -4.2473 1.2400 3.3910
H -3.7091 3.0588 1.8888
H -3.9300 2.6473 0.1606
H -2.2948 2.7464 0.8658
O -1.2339 1.8488 3.1030
C -0.4305 0.9828 3.4090
N -0.2594 0.6145 4.7686
C 1.0035 -0.0775 4.8863
C 1.2719 -0.3870 3.3737
O 2.2262 -1.0950 3.0645
N 0.4016 0.2606 2.5926
C 0.9270 -1.3698 5.6693
C 2.0770 -2.1423 5.8388
C 2.0175 -3.3568 6.5028
C 0.8106 -3.8189 7.0183
C -0.3325 -3.0505 6.8622
C -0.2736 -1.8342 6.1903
C 2.0823 0.8652 5.4168
C 2.1776 1.1104 6.7846
C 3.0631 2.0582 7.2777
C 3.8699 2.7755 6.4045
C 3.7883 2.5329 5.0403
C 2.9049 1.5813 4.5485
H -0.4768 1.3519 5.4224
H 3.0093 -1.7859 5.4217
H 2.9178 -3.9495 6.6182
H 0.7641 -4.7725 7.5314
H -1.2799 -3.3998 7.2570
H -1.1667 -1.2423 6.0371
H 1.5524 0.5465 7.4691
H 3.1200 2.2395 8.3451
H 4.5579 3.5213 6.7844
H 4.4076 3.0890 4.3467
H 2.8513 1.4027 3.4813
*
```

Entry 5:
Computed, not measured: a structure of composition C26H23Br2N4O4Y, with wB97M-V/def2-TZVPD.

Output
HOMO-LUMO gap	6.54	eV
E_HOMO	-13.29	eV
LUMO	-6.8	eV
relative energy (zero: lowest compared OMol25 entry of this formula, charge and spin)	0.000	eV

Geometry as ORCA input:
```
! wB97M-V def2-TZVPD RIJCOSX def2/J DEFGRID3
* xyz 2 1
Y -0.0731 0.4631 -0.3615
O -4.0588 -4.5324 4.3297
N -3.4240 -4.5462 3.3043
O -3.2459 -5.4966 2.5736
C -2.7189 -3.2951 2.9403
C -2.3130 -2.5109 3.9558
C -1.5734 -1.3152 3.6825
C -1.1409 -0.4593 4.7109
C -0.4514 0.6848 4.3944
C -0.1903 0.9477 3.0477
N -0.5768 0.1570 2.0557
C -1.2797 -0.9643 2.3601
C -1.7346 -1.8225 1.2825
N -1.4376 -1.4502 0.0091
C -1.8708 -2.1890 -1.0057
C -2.6407 -3.3375 -0.8161
C -2.9363 -3.7384 0.4608
C -2.4678 -2.9850 1.5581
H -2.5500 -2.7849 4.9744
H -1.3584 -0.7070 5.7419
H -0.1114 1.3710 5.1560
H 0.3643 1.8399 2.7761
H -1.5891 -1.8563 -1.9993
H -2.9877 -3.8998 -1.6705
H -3.5182 -4.6321 0.6328
C 3.0357 0.2179 1.5929
C 3.3254 0.1976 0.1231
C 4.6526 0.1668 -0.3337
C 4.9101 0.1903 -1.6777
C 3.8471 0.2292 -2.5997
C 4.0057 0.2404 -4.0176
Br 5.7248 0.2350 -4.7749
C 2.9119 0.2548 -4.8347
C 1.6055 0.2521 -4.2917
Br 0.1389 0.2689 -5.4546
C 1.4142 0.2397 -2.9354
O 0.2081 0.2245 -2.3447
C 2.5425 0.2419 -2.0721
N 2.2942 0.2388 -0.7155
H 3.8542 -0.2140 2.1643
H 2.1333 -0.3499 1.8283
H 2.9125 1.2478 1.9400
H 5.4581 0.1243 0.3845
H 5.9274 0.1703 -2.0455
H 3.0266 0.2631 -5.9093
C -3.0749 1.4666 -1.8995
C -2.0294 2.5459 -1.8885
O -1.2622 2.4462 -0.6370
C -0.5833 3.6660 -0.2335
C 0.8445 3.6792 -0.7292
H -3.6355 1.5223 -2.8325
H -3.7716 1.5627 -1.0679
H -2.6325 0.4644 -1.8848
H -2.4656 3.5439 -1.9099
H -1.3288 2.4386 -2.7191
H -0.6518 3.7042 0.8552
H -1.1517 4.5079 -0.6269
H 1.4475 2.8496 -0.3272
H 1.3521 4.5866 -0.4016
H 0.8986 3.6358 -1.8174
*
```

Entry 6:
Computed, not measured: a structure of composition C26H23Br2NOZn, with wB97M-V/def2-TZVPD.

Output
HOMO-LUMO gap	2.96	eV
E_HOMO	-5.75	eV
LUMO	-2.8	eV

Geometry as ORCA input:
```
! wB97M-V def2-TZVPD RIJCOSX def2/J DEFGRID3
* xyz 0 1
C 5.8234 -1.8273 2.1386
O 5.3129 -0.7134 2.9079
C 4.0053 -0.3739 2.7568
C 3.1038 -1.0877 1.9283
C 1.7846 -0.6845 1.8574
C 1.3065 0.4351 2.5812
C -0.0907 0.7593 2.5651
C -1.0765 -0.2210 2.5963
C -2.5162 0.0073 2.4959
C -3.2839 1.1440 2.2923
C -4.6832 1.0109 2.3177
C -5.2974 -0.2378 2.5381
C -4.5252 -1.3943 2.7299
C -3.1491 -1.2398 2.6947
N -2.1466 -2.2014 2.8944
C -2.3686 -3.6075 3.1669
C -0.9222 -1.6197 2.8272
C 2.2432 1.1765 3.3570
C 3.5500 0.7635 3.4740
H 6.8782 -1.8723 2.4105
H 5.3219 -2.7689 2.4111
H 5.7196 -1.6540 1.0560
H 3.4525 -1.9534 1.3613
H 1.0967 -1.2559 1.2339
H -0.4036 1.7987 2.6532
H -2.7967 2.1049 2.1127
H -5.3139 1.8883 2.1702
H -6.3850 -0.3109 2.5652
H -4.9571 -2.3787 2.9088
H -3.4424 -3.8094 3.1826
H -1.8875 -4.2201 2.3926
H -1.9283 -3.8771 4.1369
H -0.0146 -2.2051 2.9733
H 1.8895 2.0511 3.9042
H 4.2602 1.2855 4.1108
Br -5.2988 4.2845 -2.2233
Zn -3.3025 4.3947 -1.0969
Br -2.3868 4.9884 0.9037
C -1.7494 3.6692 -2.6434
C -1.9120 2.4161 -1.9459
C -0.6508 2.0186 -1.4595
C 0.3356 2.9698 -1.8778
C -0.3554 4.0286 -2.5824
C 0.3454 5.1556 -3.0108
C 1.7368 5.1736 -2.8663
C 2.4273 4.0931 -2.2763
C 1.7328 2.9981 -1.7566
H -2.4663 4.1480 -3.3198
H -2.8522 1.8687 -1.8334
H -0.4200 1.1346 -0.8660
H -0.2059 5.9988 -3.4318
H 2.3062 6.0341 -3.2200
H 3.5178 4.1081 -2.2311
H 2.2464 2.1483 -1.2964
*
```

Entry 7:
Computed, not measured: a structure of composition C26H23BrCl4N2O4S3Y, with wB97M-V/def2-TZVPD.

Output
HOMO-LUMO gap	7.40	eV
E_HOMO	-10.15	eV
LUMO	-2.8	eV
relative energy (zero: lowest compared OMol25 entry of this formula, charge and spin)	0.000	eV

Geometry as ORCA input:
```
! wB97M-V def2-TZVPD RIJCOSX def2/J DEFGRID3
* xyz 1 1
Y 0.5175 0.5801 -0.1287
C -0.8828 -1.3576 -3.0526
C -0.7547 -2.5557 -2.1177
S 0.3460 -2.2619 -0.7030
C -0.6165 -2.7906 0.7441
C -1.9993 -2.1734 0.8992
S -1.9851 -0.3573 1.0153
C -3.2698 0.1396 -0.1565
C -3.0784 -0.2854 -1.6070
S -1.4757 0.1979 -2.3215
H 0.0843 -1.0975 -3.4875
H -1.5419 -1.6113 -3.8834
H -1.7243 -2.8699 -1.7374
H -0.3543 -3.3941 -2.6875
H -0.6984 -3.8771 0.7190
H 0.0324 -2.5147 1.5782
H -2.6670 -2.4616 0.0886
H -2.4366 -2.5558 1.8217
H -4.2353 -0.2228 0.1983
H -3.2935 1.2277 -0.0703
H -3.1780 -1.3629 -1.7213
H -3.8566 0.1729 -2.2165
Cl -0.6238 2.8353 6.3070
C -0.0993 1.8920 4.9697
C 0.3827 0.6022 5.1617
Cl 0.4543 -0.0731 6.7410
C 0.8054 -0.1538 4.0642
Cl 1.3700 -1.7748 4.2486
C 0.7591 0.3758 2.7851
O 1.1406 -0.2996 1.6878
C 0.2481 1.6743 2.5894
O 0.1803 2.1104 1.3147
C -0.1695 2.4204 3.6770
Cl -0.7852 4.0072 3.3858
C 3.6696 -0.5059 -1.1453
O 2.7305 0.5890 -1.1160
C 3.2417 1.8431 -0.7992
C 4.5425 2.0781 -0.3977
C 4.9033 3.3725 -0.0414
Br 6.6816 3.7024 0.4780
C 3.9799 4.4005 -0.0235
C 2.6669 4.1501 -0.4068
C 2.3242 2.8828 -0.8477
O 1.0549 2.5809 -1.3400
C 1.6290 5.1858 -0.3018
N 1.7560 6.4279 -0.6330
C 0.5186 7.0016 -0.3451
C 0.1001 8.3216 -0.4916
C -1.1853 8.6305 -0.0948
C -2.0428 7.6552 0.4371
C -1.6450 6.3390 0.5776
C -0.3530 6.0364 0.1679
N 0.3577 4.8381 0.1464
H 4.4620 -0.2844 -1.8576
H 3.1097 -1.3765 -1.4714
H 4.0737 -0.6777 -0.1484
H 5.2733 1.2858 -0.3467
H 4.2516 5.3954 0.2992
H 0.4831 3.3637 -1.1790
H 0.7687 9.0698 -0.8945
H -1.5424 9.6471 -0.1879
H -3.0391 7.9428 0.7455
H -2.3048 5.5883 0.9923
H 0.1997 4.0734 0.8080
*
```

Entry 8:
Computed, not measured: a structure of composition C26H23BrIN3S3Ti, with wB97M-V/def2-TZVPD.

Output
HOMO-LUMO gap (spin up / spin down)	6.63 / 7.00	eV
E_HOMO (spin up / spin down)	-16.91 / -16.91	eV
LUMO (spin up / spin down)	-10.3 / -9.9	eV
relative energy (zero: lowest compared OMol25 entry of this formula, charge and spin)	1.345	eV

Geometry as ORCA input:
```
! wB97M-V def2-TZVPD RIJCOSX def2/J DEFGRID3
* xyz 3 2
Ti 0.6641 -0.3676 -1.5133
C -2.1874 -2.4628 -2.7013
C -0.8258 -2.6721 -3.2502
N 0.2801 -2.0981 -2.7857
C 1.3977 -2.4942 -3.5195
C 1.1300 -3.3207 -4.5500
S -0.5434 -3.6728 -4.5890
C 2.6794 -1.9848 -3.0556
C 3.9309 -2.3573 -3.3894
S 5.0648 -1.4748 -2.4626
C 3.8346 -0.6446 -1.6536
N 2.6165 -1.0076 -2.0646
C 4.1481 0.3826 -0.6194
H -2.1496 -2.2500 -1.6339
H -2.8147 -3.3383 -2.8619
H -2.6676 -1.6186 -3.1951
H 1.8133 -3.7511 -5.2656
H 4.2467 -3.1023 -4.1030
H 5.1788 0.2823 -0.2852
H 3.4960 0.2731 0.2458
H 4.0419 1.3880 -1.0346
N 0.9321 0.9452 -0.0855
S 0.2269 1.4279 1.3489
C -1.1223 0.2904 1.4793
C -2.1448 0.6858 2.3288
C -3.2163 -0.1688 2.5459
C -3.2640 -1.4061 1.9169
C -2.2427 -1.7897 1.0582
C -1.1710 -0.9380 0.8277
C 1.3248 0.9767 2.6454
C 1.8261 2.0389 3.3935
C 2.6921 1.7609 4.4407
C 3.0363 0.4460 4.7192
C 2.5234 -0.6081 3.9613
C 1.6584 -0.3497 2.9171
H 1.5464 1.7123 -0.3712
H -2.1032 1.6497 2.8229
H -4.0108 0.1319 3.2160
H -4.0919 -2.0769 2.1041
H -2.2691 -2.7661 0.5924
H -0.3500 -1.3540 0.2442
H 1.5403 3.0595 3.1672
H 3.0894 2.5685 5.0397
H 3.7056 0.2311 5.5418
H 2.7915 -1.6276 4.2031
H 1.2284 -1.1586 2.3396
Br -4.5266 0.4995 -2.3334
C -3.5865 1.7648 -1.3011
C -4.2766 2.4315 -0.2962
C -3.6600 3.4368 0.4336
C -2.3444 3.7925 0.1663
C -1.6417 3.1288 -0.8251
C -2.2604 2.1097 -1.5361
I -1.1265 1.2598 -3.1154
H -5.3128 2.1781 -0.1154
H -4.2241 3.9650 1.1909
H -1.8774 4.6099 0.7004
H -0.6332 3.4339 -1.0780
*
```